# 1
Molecular formula: C17H24BrInN5O4PS3SbSe2
Method: DFT, ωB97M-V/def2-TZVPD

```
59
Properties=species:S:1:pos:R:3:forces:R:3:lowdin_spin:R:1
In -1.246 -1.803 -0.257 0.1 -0.1 -0.1 0.02
C 2.256 -1.516 -4.508 0.0 0.0 0.0 0.00
Se 1.352 -0.617 -3.039 0.1 0.0 0.0 0.01
C 1.625 1.213 -3.702 0.0 0.0 0.0 0.00
C 0.595 2.175 -3.135 0.0 0.0 0.0 0.00
Se 0.318 1.879 -1.220 0.0 0.0 -0.1 0.00
C -1.237 3.028 -1.046 0.0 0.0 0.1 0.00
H 3.280 -1.162 -4.610 0.0 0.0 0.0 0.00
H 1.686 -1.319 -5.413 0.0 0.0 0.0 0.00
H 2.249 -2.581 -4.289 0.0 0.0 0.0 0.00
H 1.525 1.149 -4.786 0.0 0.0 0.0 0.00
H 2.640 1.525 -3.456 0.0 0.0 0.0 0.00
H -0.369 2.026 -3.617 0.0 0.0 0.0 0.00
H 0.914 3.204 -3.298 0.0 0.0 0.0 0.00
H -1.961 2.792 -1.822 0.0 0.0 0.0 0.00
H -0.942 4.073 -1.101 0.0 0.0 0.0 0.00
H -1.677 2.816 -0.074 0.0 0.0 0.0 0.00
S 2.007 -4.805 1.730 0.0 0.0 0.0 0.32
Sb 0.071 -4.763 0.521 0.0 0.1 -0.1 0.36
S -1.637 -3.449 1.551 0.0 0.0 0.0 0.12
S 0.252 -3.508 -1.479 0.0 0.0 0.1 0.14
N 0.905 -0.582 3.750 -0.1 0.0 0.0 0.00
C 1.431 -1.757 2.969 0.0 0.0 0.0 0.01
P 1.856 -0.984 1.357 -0.1 0.0 0.1 0.00
O 2.524 0.302 1.743 0.0 0.0 0.0 0.00
O 0.622 -0.947 0.513 0.0 0.1 0.0 0.00
C 3.118 -1.910 0.415 0.0 -0.1 -0.1 0.01
N 3.584 -0.872 -0.569 0.0 -0.1 0.0 0.00
H 0.853 -0.760 4.751 0.0 0.0 0.0 0.00
H -0.036 -0.319 3.429 0.0 0.0 0.0 0.00
H 1.514 0.232 3.554 0.0 0.0 0.0 0.00
H 0.659 -2.519 2.896 0.0 0.0 0.0 0.00
H 2.306 -2.150 3.480 0.0 0.0 0.0 0.00
H 2.686 -2.745 -0.134 0.0 0.0 0.0 0.00
H 3.957 -2.239 1.023 0.0 0.0 0.0 0.00
H 3.636 0.037 -0.085 0.0 0.0 0.0 0.00
H 2.882 -0.793 -1.361 0.0 0.1 0.0 0.00
H 4.490 -1.104 -0.970 0.0 0.0 0.0 0.00
N -2.358 -1.414 -2.071 0.0 0.1 0.0 0.00
C -2.294 -0.673 -2.969 0.1 -0.1 0.0 0.00
C -2.235 0.178 -4.047 0.0 0.0 0.1 0.00
C -2.947 1.403 -4.002 0.0 0.0 -0.1 0.00
N -3.506 2.412 -3.979 0.0 0.0 0.1 0.00
C -1.352 -0.097 -5.119 -0.1 0.0 -0.1 0.00
N -0.633 -0.297 -5.999 0.1 0.0 0.0 0.00
Br 0.531 3.003 4.232 0.0 0.0 0.0 0.00
C -1.169 2.174 4.018 0.0 0.0 0.0 0.00
C -2.106 2.260 5.034 0.0 0.0 0.0 0.00
C -3.319 1.599 4.880 0.0 0.0 0.0 0.00
C -3.573 0.845 3.744 0.0 0.0 0.0 0.00
C -2.624 0.775 2.732 0.0 0.0 0.0 0.00
C -1.419 1.461 2.856 0.0 0.0 0.0 0.00
C -2.847 -0.136 1.541 0.1 0.0 0.0 0.00
O -3.774 -0.923 1.528 0.0 0.0 0.0 0.00
O -1.917 -0.023 0.643 -0.1 -0.1 0.0 0.00
H -1.892 2.830 5.928 0.0 0.0 0.0 0.00
H -4.060 1.665 5.665 0.0 0.0 0.0 0.00
H -4.495 0.293 3.623 0.0 0.0 0.0 0.00
H -0.697 1.420 2.048 0.0 0.0 0.0 0.00
```
Forces are in eV/Å.

charge	0
E_HOMO (alpha / beta)	-8.09 / -8.20	eV
multiplicity	2
expectation value of S²	0.760
orbital gap (alpha / beta)	7.47 / 5.79	eV

---

# 2
Molecular formula: C53H94F7N7O7S
Method: DFT, ωB97M-V/def2-TZVPD

```
169
Properties=species:S:1:pos:R:3:forces:R:3:lowdin_charge:R:1
C -1.575 -6.115 0.892 -0.5 0.3 -0.1 -0.10
C -2.532 -5.351 -0.023 0.6 -0.2 -0.5 -0.26
C -1.799 -4.784 -1.249 0.1 0.4 0.6 -0.20
C -1.177 -3.405 -0.966 0.4 -0.6 -0.1 -0.17
C -1.089 -2.537 -2.203 0.5 -0.4 0.1 -0.14
O -0.484 -1.287 -1.879 -0.6 -0.3 -0.1 -0.03
C -1.305 -0.175 -1.808 0.7 1.4 0.1 -0.46
C -0.519 0.829 -0.938 -0.1 -0.3 0.4 -0.01
C 0.161 0.160 0.256 0.1 0.4 0.1 -0.23
O -0.638 -0.843 0.830 0.2 0.0 -0.3 0.02
C 1.615 -0.316 -0.028 0.0 -0.3 0.3 -0.49
F 2.009 -0.186 -1.310 -0.1 -0.3 0.8 0.15
F 2.482 0.457 0.717 -0.3 -0.5 -0.5 0.08
F 1.795 -1.596 0.385 0.2 0.8 -0.6 0.13
O -2.537 -0.363 -1.205 -0.1 -0.2 -0.5 -0.01
C -3.712 -0.484 -1.981 -1.0 -0.6 -0.1 -0.16
C -4.813 -1.169 -1.158 0.4 0.6 0.4 -0.33
C -4.269 -2.110 -0.096 -1.0 -0.2 -0.2 -0.04
C -5.827 -1.815 -2.092 0.5 0.0 -0.1 -0.14
C -5.360 -3.132 -2.756 -1.3 0.1 -0.9 -0.39
C -5.443 -2.967 -4.287 0.5 0.1 0.0 -0.08
C -6.306 -4.288 -2.363 0.5 0.0 0.2 -0.06
C -1.387 0.428 -3.271 0.4 -0.9 -0.5 -0.24
O -0.113 0.294 -3.804 -0.3 1.0 0.4 -0.04
C 0.073 0.714 -5.136 1.1 -0.6 -1.2 -0.30
C -0.651 -0.124 -6.185 -0.7 0.3 -0.3 -0.09
C -0.623 0.587 -7.537 0.7 -0.4 0.2 -0.20
F -1.764 0.309 -8.264 -0.2 0.1 -0.1 -0.04
C 1.590 0.607 -5.378 -0.3 -0.5 0.9 -0.12
O 2.055 -0.593 -4.779 -0.1 0.0 -0.3 -0.12
C 3.018 -1.274 -5.553 0.4 -0.3 0.2 -0.24
C 2.439 -2.142 -6.650 -0.1 -0.1 0.0 -0.22
C 1.554 -3.278 -6.122 -0.2 0.1 -0.3 -0.09
S -1.944 2.183 -3.277 0.4 1.4 1.0 0.81
O -2.834 2.517 -2.201 -0.6 -0.8 -0.2 -0.26
O -0.829 3.076 -3.405 0.3 -0.4 -0.7 -0.25
C -2.975 2.386 -4.840 -1.0 0.6 0.1 -0.58
F -2.246 2.883 -5.854 -0.6 -0.8 0.6 0.12
F -3.939 3.292 -4.527 0.9 -0.7 -0.5 0.11
F -3.591 1.237 -5.196 0.6 0.8 0.0 0.13
H -0.654 -5.559 1.035 0.2 0.1 0.1 0.07
H -1.346 -7.088 0.469 0.2 -0.2 0.0 0.07
H -2.054 -6.244 1.859 0.1 -0.2 0.2 0.05
H -3.291 -6.033 -0.399 -0.4 0.0 0.3 0.10
H -2.977 -4.545 0.550 -0.3 0.1 0.0 0.07
H -0.978 -5.470 -1.450 0.0 -0.2 -0.5 0.11
H -2.445 -4.746 -2.125 -0.2 0.0 -0.1 0.09
H -0.144 -3.590 -0.677 0.2 0.2 0.3 0.12
H -1.633 -2.901 -0.123 -0.3 0.2 -0.1 0.09
H -0.396 -3.033 -2.883 0.0 0.1 -0.3 0.13
H -2.033 -2.449 -2.742 -0.2 0.3 0.2 0.12
H 0.198 1.394 -1.525 0.3 -0.1 -0.1 0.13
H -1.203 1.556 -0.519 -0.4 0.0 -0.1 0.13
H 0.282 0.950 0.995 0.3 0.1 0.0 0.14
H -0.652 -0.704 1.777 -0.1 -0.2 0.2 0.11
H -4.125 0.487 -2.258 0.3 0.3 -0.1 0.11
H -3.590 -1.042 -2.913 0.4 -0.2 0.0 0.11
H -5.329 -0.349 -0.658 0.2 -0.5 0.1 0.06
H -3.898 -3.016 -0.565 0.4 0.0 0.2 0.05
H -3.549 -1.650 0.566 0.3 0.0 -0.1 0.07
H -5.110 -2.421 0.527 -0.1 -0.1 0.1 0.09
H -6.048 -1.106 -2.892 -0.1 0.2 0.0 0.11
H -6.760 -1.946 -1.554 -0.1 -0.2 0.1 0.11
H -4.328 -3.384 -2.537 0.1 0.1 0.4 0.09
H -5.111 -1.976 -4.595 0.2 0.1 0.0 0.06
H -6.464 -3.073 -4.640 -0.2 0.0 0.0 0.07
H -4.819 -3.686 -4.816 0.0 -0.2 0.0 0.08
H -7.063 -4.438 -3.126 -0.1 0.0 -0.1 0.07
H -6.836 -4.064 -1.443 0.1 -0.1 0.3 0.07
H -5.770 -5.225 -2.234 0.0 -0.2 0.0 0.07
H -2.072 -0.119 -3.918 -0.5 0.1 0.2 0.12
H -0.157 1.764 -5.324 -0.3 0.1 0.4 0.12
H -0.229 -1.115 -6.302 0.2 -0.2 0.3 0.10
H -1.710 -0.260 -5.968 -0.1 0.0 0.2 0.11
H 0.227 0.217 -8.108 0.0 0.1 -0.3 0.11
H -0.508 1.663 -7.428 -0.2 0.2 0.0 0.12
H 2.072 1.449 -4.885 0.2 0.2 -0.1 0.14
H 1.808 0.572 -6.442 0.0 0.4 -0.2 0.12
H 3.547 -1.931 -4.864 0.0 0.0 0.2 0.13
H 3.779 -0.593 -5.940 0.0 0.3 -0.2 0.12
H 3.268 -2.584 -7.196 0.2 0.1 -0.1 0.11
H 1.904 -1.532 -7.377 -0.1 0.1 -0.1 0.09
H 1.577 -3.357 -5.040 0.2 0.0 0.2 0.07
H 1.860 -4.217 -6.571 0.1 -0.3 0.1 0.07
H 0.510 -3.158 -6.397 -0.2 0.1 0.0 0.06
C -1.196 -3.982 6.242 0.0 0.0 0.0 -0.11
C -2.713 -4.132 6.229 0.2 0.0 0.1 -0.26
C -3.259 -4.559 4.861 0.0 0.1 0.2 -0.19
C -2.932 -3.567 3.836 -0.1 -0.2 0.0 -0.22
N -2.669 -2.777 3.048 0.1 0.2 -0.2 0.18
H -0.866 -3.201 5.555 0.0 0.0 0.0 0.07
H -0.847 -3.708 7.237 0.0 0.0 0.0 0.07
H -0.706 -4.915 5.958 0.0 0.0 0.0 0.08
H -3.173 -3.188 6.525 -0.1 0.0 0.0 0.11
H -3.010 -4.878 6.969 -0.1 0.0 -0.1 0.11
H -4.342 -4.670 4.899 0.0 0.0 -0.1 0.12
H -2.833 -5.518 4.563 0.0 0.0 0.0 0.11
C -7.015 3.843 -2.558 0.0 0.0 0.0 -0.10
C -6.891 4.374 -1.134 -0.1 0.0 -0.2 -0.26
C -5.882 3.584 -0.294 -0.1 0.1 -0.1 -0.17
C -6.278 2.180 -0.182 0.3 0.1 0.1 -0.19
N -6.569 1.075 -0.088 -0.5 0.3 0.1 0.18
H -7.384 2.817 -2.569 0.0 0.0 0.0 0.07
H -7.717 4.449 -3.131 0.0 0.0 0.0 0.07
H -6.051 3.866 -3.069 0.0 0.0 0.0 0.06
H -7.869 4.348 -0.650 0.0 0.0 0.1 0.11
H -6.577 5.419 -1.163 0.0 0.0 0.1 0.11
H -5.807 4.000 0.711 0.0 0.0 0.0 0.12
H -4.890 3.625 -0.750 0.0 -0.1 0.0 0.11
C -1.676 5.702 -7.143 0.0 0.2 -0.1 -0.11
C -1.831 6.420 -8.479 0.0 0.0 0.2 -0.26
C -1.072 5.726 -9.616 0.0 0.2 0.2 -0.19
C 0.364 5.671 -9.337 -0.2 -0.1 -0.2 -0.25
N 1.489 5.635 -9.117 0.2 0.0 0.1 0.14
H -0.636 5.688 -6.816 0.0 0.0 0.0 0.08
H -2.255 6.207 -6.370 0.0 0.0 0.0 0.08
H -2.028 4.677 -7.213 0.0 0.0 0.0 0.05
H -1.480 7.449 -8.380 0.0 0.0 -0.1 0.11
H -2.888 6.468 -8.745 0.0 0.0 -0.1 0.11
H -1.219 6.260 -10.555 0.0 0.0 0.0 0.12
H -1.436 4.706 -9.749 0.0 0.0 0.0 0.12
C 2.188 2.986 2.496 0.0 0.1 0.0 -0.11
C 2.651 4.012 3.522 0.0 -0.1 -0.2 -0.25
C 2.363 3.579 4.963 0.0 0.1 -0.2 -0.19
C 0.926 3.394 5.180 0.2 0.0 0.2 -0.24
N -0.198 3.249 5.350 -0.2 0.0 0.0 0.14
H 1.106 2.843 2.535 0.0 0.0 0.1 0.07
H 2.437 3.314 1.487 0.0 0.0 0.0 0.08
H 2.667 2.021 2.663 0.0 0.0 0.0 0.05
H 2.163 4.969 3.325 0.0 0.0 0.1 0.11
H 3.725 4.173 3.413 0.0 0.0 0.1 0.11
H 2.722 4.330 5.667 0.0 0.0 0.1 0.12
H 2.870 2.639 5.187 0.0 0.0 0.0 0.11
C 4.529 -0.320 3.148 0.0 0.0 0.0 -0.11
C 5.809 -1.116 3.361 -0.2 0.1 -0.1 -0.25
C 6.570 -0.682 4.619 0.0 -0.1 -0.2 -0.19
C 6.956 0.728 4.540 0.0 -0.2 0.2 -0.23
N 7.259 1.832 4.480 0.0 0.2 0.0 0.15
H 4.740 0.740 2.997 0.0 0.0 0.0 0.07
H 3.997 -0.674 2.268 0.0 0.0 0.0 0.06
H 3.861 -0.419 4.008 0.0 0.0 0.0 0.08
H 6.454 -1.005 2.487 0.1 0.0 0.0 0.11
H 5.567 -2.176 3.447 0.1 0.0 0.1 0.11
H 7.470 -1.284 4.746 0.0 0.0 0.1 0.12
H 5.945 -0.819 5.503 0.0 0.0 0.0 0.10
C 8.056 3.202 7.664 -0.1 0.0 0.1 -0.12
C 8.485 4.664 7.646 -0.1 -0.2 -0.1 -0.26
C 9.703 4.939 8.535 -0.2 0.0 0.0 -0.19
C 9.418 4.609 9.934 0.2 0.1 -0.2 -0.25
N 9.187 4.338 11.023 -0.1 0.0 0.2 0.14
H 7.750 2.891 8.665 0.1 0.0 0.0 0.07
H 7.211 3.046 6.996 0.0 0.0 -0.1 0.05
H 8.868 2.552 7.335 0.0 0.0 0.0 0.08
H 7.651 5.290 7.969 0.0 0.1 0.0 0.11
H 8.726 4.956 6.623 0.1 0.1 0.0 0.11
H 9.985 5.991 8.482 0.1 0.0 0.0 0.12
H 10.556 4.345 8.207 0.0 0.0 0.0 0.12
C 5.224 -3.367 9.278 0.0 0.0 0.0 -0.11
C 5.581 -1.946 8.858 0.1 -0.2 0.1 -0.26
C 4.373 -1.003 8.834 0.2 -0.1 -0.1 -0.19
C 3.368 -1.471 7.876 0.0 0.2 0.2 -0.24
N 2.592 -1.855 7.125 -0.1 -0.1 -0.2 0.15
H 4.526 -3.826 8.577 0.0 0.0 0.0 0.07
H 6.117 -3.991 9.307 0.0 0.0 0.0 0.07
H 4.771 -3.380 10.271 0.0 0.0 0.0 0.08
H 6.041 -1.970 7.868 0.0 0.1 0.0 0.10
H 6.326 -1.545 9.548 0.0 0.1 0.0 0.11
H 4.679 0.002 8.543 0.0 0.0 0.0 0.11
H 3.914 -0.942 9.821 0.0 0.0 0.0 0.12
```
Forces are in eV/Å.

charge	0
E_HOMO	-9.63	eV
multiplicity	1
orbital gap	9.98	eV

---

# 3
Molecular formula: C20H32N2O4
Method: DFT, ωB97M-V/def2-TZVPD

```
58
Properties=species:S:1:pos:R:3:forces:R:3:nbo_charge:R:1
C -4.698 -3.115 -1.213 -0.2 -5.0 -0.8 -0.21
O -5.753 -2.538 -0.756 -6.5 3.8 3.2 -0.56
C -5.839 -1.040 -0.962 -6.0 -5.6 5.3 -0.06
C -6.450 -0.527 0.333 -1.4 -3.0 2.1 -0.41
H -7.350 -1.233 0.546 1.2 1.2 -0.5 0.21
H -6.860 0.451 0.221 -0.1 0.9 0.0 0.20
C -5.516 -0.667 1.613 5.8 -0.6 -13.4 -0.18
N -4.369 0.400 1.049 -2.6 -0.2 1.9 -0.63
C -3.178 0.016 0.644 2.6 -1.7 1.2 0.65
O -2.765 -1.227 0.626 -1.7 4.6 -0.4 -0.70
C -2.240 1.298 0.441 0.5 -8.1 1.3 -0.14
C -2.682 2.442 -0.132 -0.7 -2.8 1.8 -0.27
C -1.604 3.129 -0.442 0.2 11.1 -2.6 -0.25
C -0.254 3.136 -0.144 -7.2 -12.0 1.5 0.30
C 0.131 1.752 0.135 -2.1 -2.9 4.5 0.28
C -0.890 0.786 0.676 1.9 2.6 -3.0 -0.27
H -0.520 -0.335 0.936 -1.8 3.1 -0.5 0.29
O 1.444 1.554 0.455 -0.3 4.6 -2.1 -0.51
C 2.123 0.446 0.660 -4.2 -5.0 6.0 0.20
C 1.958 -0.594 -0.332 -0.9 -1.9 -3.2 -0.47
C 2.660 -1.940 -0.133 -1.9 5.1 11.0 -0.16
N 3.946 -1.654 0.561 2.1 -3.2 -5.6 -0.44
C 4.147 -0.651 1.514 0.5 0.1 -0.8 -0.23
C 3.405 0.625 1.317 3.2 -5.6 -11.8 -0.36
H 3.492 1.388 1.783 0.7 8.9 7.4 0.21
H 4.060 1.118 0.323 -1.4 -1.0 1.9 0.14
H 5.211 -0.779 1.699 0.2 1.4 0.2 0.23
H 3.705 -1.033 2.313 -1.8 -1.8 4.4 0.19
C 5.052 -1.861 -0.465 4.0 6.3 5.5 0.00
C 5.572 -0.548 -1.184 -5.0 -3.5 -6.1 -0.62
H 4.699 0.075 -1.790 1.7 -1.8 1.4 0.19
H 5.933 0.159 -0.660 2.6 4.7 4.7 0.19
H 6.321 -0.673 -1.993 -0.3 -0.7 0.4 0.21
C 6.340 -2.602 0.045 -0.6 4.4 0.9 -0.64
H 6.035 -3.449 0.590 0.5 -1.3 0.5 0.23
H 7.136 -2.523 -0.659 0.1 -1.6 -1.5 0.23
H 6.858 -1.797 0.610 -0.5 -0.7 1.4 0.19
H 4.768 -2.486 -1.089 -3.6 -5.2 -6.1 0.16
H 2.681 -2.598 -0.857 0.2 -3.1 -3.5 0.20
H 2.032 -2.260 0.883 0.9 -0.6 -2.6 0.16
H 2.564 -0.256 -1.144 -0.5 0.9 -1.8 0.20
H 0.821 -0.794 -0.499 2.2 0.7 -0.5 0.24
H 1.366 -0.126 1.605 1.9 0.9 -1.3 0.06
O 0.678 3.787 -0.414 7.5 10.6 -3.3 -0.45
C 0.285 5.281 -0.953 10.5 -1.3 7.0 -0.21
H 1.492 5.677 -1.025 -3.8 -0.8 0.1 0.20
H -0.134 5.644 -0.098 -1.9 1.6 1.4 0.21
H -0.012 5.048 -1.799 -3.8 -1.1 -7.8 0.18
H -1.930 4.366 -0.789 0.8 -3.4 0.6 0.14
H -3.750 2.647 -0.143 0.5 0.5 -0.7 0.23
H -4.526 1.412 1.188 0.1 -1.2 -0.1 0.39
H -5.838 -0.254 2.369 -3.1 3.1 8.2 0.18
H -4.807 -1.480 1.384 -1.1 -0.7 1.7 0.28
H -4.952 -0.794 -1.094 7.8 3.1 -1.9 0.17
H -6.576 -0.983 -1.645 -1.8 0.9 -3.1 0.19
H -4.667 -2.892 -2.177 0.9 0.4 -5.1 0.13
H -4.831 -4.238 -1.132 0.6 1.2 0.2 0.17
H -3.923 -2.686 -0.797 5.0 1.0 2.4 0.18
```
Forces are in eV/Å.

relative energy (zero: lowest compared OMol25 entry of this formula, charge and spin)	1929.3	kJ/mol
charge	0
E_HOMO	-7.77	eV
multiplicity	1
orbital gap	8.32	eV

---

# 4
Molecular formula: C5H8N2
Method: DFT, ωB97M-V/def2-TZVPD

```
15
Properties=species:S:1:pos:R:3:forces:R:3:nbo_charge:R:1
C -0.770 -1.341 1.153 -0.5 -2.1 -1.4 0.29
C -0.664 1.888 -0.237 -0.9 0.1 -0.5 -0.35
C 0.788 1.835 -0.144 -3.0 -2.7 -2.5 0.22
C 1.928 2.448 0.385 3.0 2.5 1.9 -0.70
C -1.157 -3.439 -0.291 4.1 -3.3 2.4 -0.42
N 0.421 0.972 -1.014 -0.8 1.9 2.0 -0.30
N -0.973 -2.306 0.491 0.7 3.2 2.0 -0.53
H -1.241 2.653 -0.794 1.2 -0.2 -0.4 0.17
H -1.464 1.522 0.454 1.6 -0.8 0.0 0.20
H 2.459 3.063 -0.374 -0.9 0.1 0.2 0.26
H 1.568 3.104 1.225 0.8 -0.4 -0.8 0.24
H 2.826 1.888 0.722 -1.1 -0.6 0.1 0.26
H -0.234 -3.616 -0.942 -1.5 0.4 0.6 0.23
H -2.033 -3.364 -0.801 -2.4 -0.1 -1.6 0.22
H -1.136 -4.372 0.469 -0.4 1.9 -1.9 0.22
```
Forces are in eV/Å.

relative energy (zero: lowest compared OMol25 entry of this formula, charge and spin)	429.8	kJ/mol
charge	0
E_HOMO	-9.72	eV
multiplicity	1
orbital gap	10.71	eV

---

Results for max |F|: 0.14, 1.77, 14.63, 5.74 (in eV Å⁻¹, following the order of the records).
Results for total energy: -287903.250, -111102.957, -32410.654, -8290.541 (in eV, following the order of the records).